[1]
{
  "formula": "C5H24NO8",
  "method": "the ωB97M-V functional and the def2-TZVPD basis",
  "molar_mass_g_mol": 226.25,
  "e_homo_ev": -13.17,
  "multiplicity": 1,
  "total_charge": 1,
  "de_lowest_kcal_mol": 46.0,
  "elements": ["O", "C", "C", "C", "C", "C", "N", "H", "H", "H", "H", "H", "H", "H", "H", "H", "H", "H", "H", "O", "H", "H", "O", "H", "H", "O", "H", "H", "O", "H", "H", "O", "H", "H", "O", "H", "H", "O"],
  "positions_angstrom": [[1.2678, 0.8204, 3.4234], [2.2463, 0.9238, 2.7064], [2.1796, 1.4681, 1.2911], [0.8435, 1.2841, 0.5774], [0.4548, -0.1498, 0.3116], [0.2232, -1.1498, 1.1482], [-0.0846, -0.3286, -1.0713], [3.2549, 0.8648, 3.1453], [3.0379, 1.1081, 0.7511], [2.3912, 2.5303, 1.4223], [0.1141, 1.7877, 1.2106], [0.9496, 1.7595, -0.3609], [-0.2396, -2.0373, 0.7840], [0.3444, -1.1503, 2.2219], [0.2059, -1.2020, -1.5143], [0.0686, 0.5016, -1.6683], [-1.1067, -0.4368, -1.0686], [-0.6673, 2.2708, -2.7867], [0.5210, 1.7507, -3.6379], [0.2632, 1.9391, -2.7472], [3.2475, -3.9375, -0.8532], [2.6395, -4.4813, 0.4526], [2.7736, -3.6661, -0.0646], [1.2215, -3.2614, -0.7715], [-0.0908, -3.8436, -1.2290], [0.5158, -3.1545, -1.4773], [-1.7748, 1.5967, 4.3231], [-0.6766, 0.5974, 3.6629], [-1.6125, 0.8337, 3.7860], [-2.1807, 0.3835, -3.4957], [-1.2844, -0.6742, -4.4278], [-1.3621, -0.1015, -3.6295], [-2.8922, 2.7647, -2.7438], [-2.9584, 1.8908, -1.3244], [-2.7525, 1.9152, -2.2639], [-3.7603, 0.1565, 2.1894], [-2.2801, 0.3020, 2.1710], [-3.0403, 0.1251, 1.5574]],
  "forces_ev_per_angstrom": [[0.67, -0.52, -0.60], [-0.81, 1.40, 0.44], [0.10, -0.59, 0.69], [0.87, -0.72, 1.14], [-1.16, 0.14, 0.27], [0.00, 0.26, 0.13], [-0.64, 0.06, 0.39], [0.04, -0.38, -0.05], [0.27, -0.40, -0.48], [-0.09, 0.24, 0.05], [-0.41, -0.07, -0.29], [-0.19, 0.85, -0.90], [-0.19, -0.54, -0.37], [0.46, 0.38, -0.12], [0.47, -0.38, -0.18], [0.36, -0.08, -0.49], [0.12, 0.14, 0.28], [0.98, -0.56, -0.03], [0.08, -0.24, -0.86], [-0.87, 0.89, 1.22], [0.21, -0.13, -0.18], [0.25, 0.42, -0.25], [-0.30, -0.37, 0.61], [-0.35, 0.20, -1.00], [-0.72, -0.45, -0.19], [0.96, 0.45, 0.95], [0.56, 0.53, 0.41], [-0.17, 0.89, 0.68], [-0.07, -1.33, -0.94], [-0.39, -0.23, -0.59], [-0.93, 0.94, 0.92], [1.16, -1.01, -0.38], [-0.35, -0.77, 1.40], [-0.36, 0.79, -0.10], [0.60, 0.11, -1.27], [-0.39, -0.07, -0.04], [-0.87, 0.00, -0.54], [1.08, 0.13, 0.25]],
  "lowdin_charge": [0.028, -0.197, -0.129, -0.119, -0.235, 0.112, 0.214, 0.134, 0.116, 0.135, 0.133, 0.086, 0.069, 0.081, 0.111, 0.083, 0.161, 0.048, 0.052, -0.057, 0.067, 0.082, -0.041, 0.014, 0.047, -0.078, 0.055, 0.015, -0.046, 0.014, 0.085, -0.067, 0.094, 0.063, -0.052, 0.030, -0.008, -0.102]
}

=====

[2]
{
  "formula": "C28H9F15GeMoN2O4S3",
  "method": "the ωB97M-V functional and the def2-TZVPD basis",
  "molar_mass_g_mol": 987.11,
  "e_homo_ev": -14.86,
  "multiplicity": 1,
  "total_charge": 2,
  "de_lowest_kcal_mol": 5.2,
  "elements": ["Mo", "C", "C", "C", "C", "C", "C", "C", "S", "O", "O", "N", "C", "C", "O", "O", "H", "H", "H", "H", "H", "H", "H", "H", "H", "F", "C", "C", "C", "F", "C", "F", "C", "F", "C", "F", "Ge", "S", "C", "C", "F", "C", "F", "C", "F", "C", "F", "C", "F", "C", "C", "F", "C", "F", "C", "F", "C", "F", "C", "F", "S", "C", "N"],
  "positions_angstrom": [[0.4026, 0.0376, -0.4614], [-6.6965, -2.0798, 1.7314], [-5.2180, -2.0650, 1.4881], [-4.4385, -3.1928, 1.7416], [-3.0718, -3.1754, 1.5482], [-2.4871, -1.9956, 1.0701], [-3.2454, -0.8451, 0.8021], [-4.6001, -0.8972, 1.0116], [-0.8015, -2.0211, 0.9370], [-0.2986, -1.8065, -0.5326], [-0.2256, -3.1521, 1.5539], [-0.1645, -0.5800, 1.3295], [-0.5527, 0.3792, 2.3501], [-0.5493, 1.7446, 1.6741], [-0.7067, 2.7926, 2.1576], [-0.2657, 1.5875, 0.2716], [-7.0457, -3.0626, 2.0375], [-7.2351, -1.7800, 0.8311], [-6.9526, -1.3629, 2.5139], [-4.9100, -4.0982, 2.1005], [-2.4697, -4.0479, 1.7586], [-2.8027, 0.0644, 0.4166], [-5.2046, -0.0251, 0.7978], [0.1903, 0.4081, 3.1484], [-1.5328, 0.1735, 2.7824], [6.0768, 2.3885, -2.7638], [6.3373, 1.8932, -1.5563], [5.6194, 0.8087, -1.0555], [5.9475, 0.3456, 0.2142], [5.2696, -0.6886, 0.7291], [6.9467, 0.9155, 0.9686], [7.2429, 0.4593, 2.1716], [7.6517, 1.9879, 0.4362], [8.6143, 2.5407, 1.1360], [7.3516, 2.4803, -0.8264], [8.0360, 3.4959, -1.3147], [4.2099, -0.0030, -2.0181], [2.5032, 0.4231, -0.2384], [3.5563, 0.9261, -3.5478], [3.8535, 0.3969, -4.7987], [4.5308, -0.7476, -4.8972], [3.4894, 1.0342, -5.9684], [3.7836, 0.5139, -7.1426], [2.8096, 2.2405, -5.8936], [2.4520, 2.8584, -6.9962], [2.5078, 2.8033, -4.6613], [1.8585, 3.9532, -4.5988], [2.8940, 2.1456, -3.5117], [2.6161, 2.7321, -2.3352], [4.1749, -1.8976, -2.1217], [3.0113, -2.6406, -2.2119], [1.8126, -2.0205, -2.2642], [3.0164, -4.0157, -2.2836], [1.8848, -4.6964, -2.3648], [4.2347, -4.6796, -2.2811], [4.2602, -5.9913, -2.3537], [5.4243, -3.9695, -2.2140], [6.5758, -4.6094, -2.2257], [5.3785, -2.5922, -2.1345], [6.5313, -1.9288, -2.0731], [-0.1121, 0.4026, -2.7013], [-1.7321, -0.0349, -2.4537], [-2.8069, -0.3726, -2.2097]],
  "forces_ev_per_angstrom": [[1.06, 1.21, -0.44], [0.08, 0.01, -0.04], [-0.14, 0.02, 0.02], [0.02, -0.05, 0.00], [-0.16, 0.11, -0.08], [-0.32, -0.08, 0.16], [0.03, -0.13, -0.03], [-0.07, 0.02, -0.01], [0.46, -0.05, -0.03], [-0.11, -0.29, 0.13], [0.11, 0.04, -0.04], [-0.37, 0.08, 0.41], [0.10, -0.27, -0.17], [-0.08, -0.16, -0.03], [-0.05, 0.16, -0.10], [0.04, -0.26, 0.23], [0.01, 0.00, -0.01], [0.01, 0.00, 0.00], [0.00, 0.00, -0.01], [0.01, 0.01, 0.01], [0.01, 0.02, 0.01], [0.05, -0.01, 0.02], [0.00, 0.00, 0.02], [-0.01, 0.02, 0.05], [-0.04, 0.00, -0.01], [-0.14, -0.09, -0.02], [0.07, 0.08, 0.05], [0.00, 0.22, 0.11], [0.12, -0.05, 0.07], [-0.11, -0.04, -0.08], [0.05, -0.03, 0.06], [-0.03, -0.01, -0.02], [0.16, 0.11, 0.10], [-0.07, -0.04, -0.04], [0.06, 0.04, -0.01], [-0.03, -0.01, -0.02], [0.24, -0.04, -0.38], [-0.86, -0.21, -0.02], [-0.13, 0.03, -0.07], [-0.09, -0.03, -0.14], [0.02, -0.07, 0.12], [0.00, 0.01, -0.07], [0.02, -0.02, 0.00], [-0.05, 0.09, -0.19], [0.02, -0.04, 0.07], [-0.06, 0.08, 0.04], [0.04, -0.04, 0.02], [-0.03, 0.22, 0.06], [0.06, -0.20, 0.01], [0.10, -0.15, 0.07], [-0.07, -0.16, -0.14], [0.07, 0.18, 0.03], [-0.07, -0.02, 0.01], [0.00, 0.03, 0.01], [0.03, -0.25, -0.02], [-0.01, 0.08, 0.00], [0.05, -0.08, 0.00], [-0.01, 0.03, 0.00], [0.03, -0.09, 0.12], [-0.01, 0.12, 0.01], [-0.11, -0.15, 0.21], [0.05, 0.06, -0.01], [0.02, 0.06, -0.05]],
  "lowdin_charge": [1.263, -0.013, -0.206, 0.014, -0.006, -0.321, -0.073, 0.005, 0.755, -0.472, -0.177, -0.339, -0.084, -0.440, 0.254, -0.281, 0.090, 0.103, 0.104, 0.135, 0.129, 0.099, 0.138, 0.158, 0.148, 0.129, -0.200, -0.171, -0.240, 0.081, -0.128, 0.170, -0.100, 0.196, -0.125, 0.175, 1.025, 0.519, -0.163, -0.209, 0.124, -0.126, 0.177, -0.105, 0.193, -0.136, 0.166, -0.258, 0.065, -0.158, -0.211, 0.003, -0.127, 0.162, -0.103, 0.191, -0.122, 0.179, -0.211, 0.129, 0.747, -0.688, 0.169]
}